# 1
Here is a structure of composition C21H22N6O2PbS2 in a non-equilibrium geometry from the Open Molecules 2025 dataset. Energies are from ωB97M-V/def2-TZVPD.

Output
Total charge = +2
Relative energy (zero: lowest compared OMol25 entry of this formula, charge and spin) = 6.01 kcal per mole
E_HOMO = -13.0 eV
Total energy = -62073.7664 eV

```
54
C21H22N6O2PbS2 | the Open Molecules 2025 dataset | ωB97M-V/def2-TZVPD
Pb 1.4072 0.6212 -1.3545
C 3.4604 -0.6659 0.5347
C 4.0581 0.3727 1.3564
C 3.2574 0.6348 2.3981
C 2.0858 -0.2994 2.3667
C 2.2612 -1.0233 1.0563
H 3.9665 -1.1240 -0.2988
H 5.0082 0.8287 1.1481
H 3.3908 1.3514 3.1853
H 2.2384 -1.0516 3.1588
H 1.6221 -1.8342 0.7622
N -5.2124 1.5538 3.9764
C -3.9307 1.6070 3.5816
C -3.4274 0.6234 2.7032
C -2.1200 0.6603 2.2899
C -1.2947 1.6767 2.7570
C -1.7653 2.6824 3.5931
C -3.0758 2.6476 4.0044
S 0.3480 1.6960 2.1797
O 1.2027 2.7154 2.6632
O 0.8016 0.2459 2.6401
N 0.4316 1.5462 0.5550
C -0.2305 2.5363 -0.0760
N -0.9708 3.3826 0.6201
C -1.6371 4.3003 -0.0598
C -1.5408 4.4083 -1.4442
C -0.7220 3.4977 -2.0902
N -0.0779 2.5497 -1.4143
H -5.7853 0.7694 3.7171
H -5.5849 2.2158 4.6329
H -4.0827 -0.1582 2.3496
H -1.7190 -0.0795 1.6137
H -1.0974 3.4738 3.8921
H -3.4593 3.4181 4.6573
H -2.2589 4.9523 0.5375
H -2.0658 5.1705 -1.9908
H -0.5703 3.5130 -3.1612
C -0.6362 -5.1952 -4.2401
C 0.1443 -4.1140 -3.6091
C 1.5178 -4.0212 -3.6638
C 2.1555 -2.9096 -3.0844
N 1.4433 -1.9685 -2.4749
C 0.1206 -2.0706 -2.4067
S -0.7641 -0.8563 -1.6128
N -0.5253 -3.1248 -2.9692
C 3.6217 -2.7300 -3.1468
H -0.0071 -6.0522 -4.4626
H -1.0645 -4.8317 -5.1771
H -1.4603 -5.5141 -3.6048
H 2.0934 -4.7812 -4.1640
H -1.5403 -3.1460 -2.9334
H 4.1062 -3.4317 -2.4643
H 3.8948 -1.7120 -2.8773
H 3.9873 -2.9587 -4.1468
```


# 2
Here is a cluster of 2 separate species, C4H8NO2 in total in a non-equilibrium geometry from the Open Molecules 2025 dataset. Energies are from ωB97M-V/def2-TZVPD.

Output
Total charge = -1
Relative energy (zero: lowest compared OMol25 entry of this formula, charge and spin) = 37.27 kcal per mole
E_HOMO = -3.9 eV
Total energy = -9863.1703 eV

```
15
C4H8NO2 | the Open Molecules 2025 dataset | ωB97M-V/def2-TZVPD
O -0.0974 -1.0797 -1.3283
C -0.2532 -0.0810 -2.1160
O -0.5338 1.1132 -1.7632
H -0.1360 -0.2831 -3.1923
C 2.1492 -0.0506 1.4490
C 0.8808 0.2077 1.0186
N -0.3044 -0.1619 1.7021
C -1.5702 0.1279 0.9968
H 2.2936 -0.5898 2.3888
H 2.9673 0.2625 0.8576
H 0.6894 0.6743 0.0310
H -0.2390 -1.0987 2.1307
H -2.4116 -0.2353 1.6288
H -1.6411 1.2214 0.8952
H -1.5823 -0.3107 -0.0123
```